{"formula": "C3H5FO2", "method": "ωB97M-V with the def2-TZVPD basis set", "symbols": ["O", "C", "C", "C", "H", "H", "H", "H", "O", "F", "H"], "positions_angstrom": [[-0.712, -0.490, -1.115], [-0.573, 0.187, -0.145], [-1.133, 1.276, 0.568], [0.187, 0.691, 1.018], [-0.923, 2.363, 0.128], [-1.922, 1.103, 1.231], [1.070, 1.162, 0.798], [0.280, 0.002, 1.752], [1.532, -1.831, -1.259], [1.445, -3.162, -1.669], [0.750, -1.302, -1.307]], "atomic_forces_ev_per_a": [[0.092, -0.690, -0.574], [0.204, 0.866, -0.204], [0.778, 3.878, -0.617], [-0.617, -1.014, -2.287], [-1.163, -2.479, 0.862], [-1.417, 0.209, 0.675], [1.956, 1.380, -0.459], [-0.073, -1.778, 2.690], [4.300, 0.198, 1.095], [-1.232, 0.104, -0.292], [-2.827, -0.675, -0.889]], "charge": 0, "smiles": "O=C1CC1.OF", "gap_ev": 10.4, "e_lumo_ev": 0.367, "spin_multiplicity": 1, "energy_ha": -367.4277}

---

{"formula": "C3H5FO2S", "method": "ωB97M-V with the def2-TZVPD basis set", "symbols": ["C", "C", "C", "O", "O", "F", "S", "H", "H", "H", "H", "H"], "positions_angstrom": [[-0.311, 0.001, 0.374], [0.654, -0.452, -0.695], [-0.549, 1.457, 0.522], [4.138, 0.138, 0.570], [1.935, -0.586, -0.145], [-1.282, 2.065, -0.407], [3.088, 0.594, -0.255], [-1.469, -0.354, 0.239], [0.131, -0.407, 1.298], [0.504, -1.432, -1.277], [0.786, 0.204, -1.607], [0.074, 2.090, 1.091]], "atomic_forces_ev_per_a": [[-3.348, -0.306, 0.106], [0.590, -0.452, -3.784], [0.699, -0.937, 0.140], [2.476, -0.919, 1.869], [1.377, -0.274, 0.876], [-0.221, 0.076, -0.402], [-3.045, 0.699, -1.902], [2.899, -0.046, 0.093], [-0.650, 0.177, -0.108], [-0.500, 1.003, 1.588], [-0.749, 0.135, 1.040], [0.471, 0.843, 0.483]], "charge": 0, "gap_ev": [8.7, 7.7], "e_lumo_ev": [0.287, -0.616], "spin_multiplicity": 1, "energy_ha": -765.6994}

---

{"formula": "C3H5FOS2", "method": "ωB97M-V with the def2-TZVPD basis set", "symbols": ["O", "C", "C", "F", "C", "S", "S", "H", "H", "H", "H", "H"], "positions_angstrom": [[1.978, 0.505, 1.361], [1.066, 1.404, 0.779], [0.400, 0.868, -0.475], [-0.265, 1.834, -1.151], [-0.434, -0.424, -0.266], [-2.062, -0.411, -0.486], [0.382, -1.844, 0.235], [2.555, 0.946, 1.955], [1.597, 2.376, 0.542], [0.307, 1.683, 1.552], [1.233, 0.613, -1.161], [1.535, -1.182, 0.379]], "atomic_forces_ev_per_a": [[-0.500, -1.206, -1.161], [-0.409, 2.540, 1.412], [1.671, -1.835, -0.772], [-0.712, 0.518, 0.475], [-1.502, 1.209, -0.180], [0.874, -0.005, 0.043], [0.193, 0.057, -0.114], [0.661, 0.735, 0.730], [-0.623, -1.002, -0.188], [0.163, -0.247, -0.656], [-0.195, -0.345, 0.301], [0.378, -0.419, 0.109]], "charge": 0, "smiles": "OC[C@H](F)C(=S)S", "gap_ev": 8.5, "e_lumo_ev": -0.226, "spin_multiplicity": 1, "energy_ha": -1088.7476}